Entry from the OMol25 dataset: a 2-piece molecular cluster, C26H36BrN2O5S overall (the ωB97M-V functional and the def2-TZVPD basis).

## Properties
DFT total energy = -121632.913 eV
LUMO = -4.4 eV
2S+1 = 1
Total charge = +1
Kohn-Sham gap = 6.7121 eV

Cartesian coordinates (Å):
C -3.95814 -2.09511 -2.85355
C -4.62615 -2.05205 -1.46893
C -3.64766 -1.97516 -0.28433
C -2.38222 -1.17524 -0.47563
C -1.17554 -1.83668 -0.33528
C 0.05804 -1.20884 -0.48553
O 1.18662 -1.89645 -0.33545
C 1.24397 -2.90819 0.68786
C 1.18412 -4.32795 0.12095
C 0.23841 -5.18827 0.96586
C 2.57302 -4.98346 -0.00012
C 2.46280 -6.31707 -0.76912
C 3.56887 -4.05995 -0.70149
C 0.09557 0.15533 -0.83308
C -1.11325 0.85253 -0.98861
C -2.31310 0.17619 -0.78505
Br -3.96930 1.14322 -0.83229
C -1.05358 2.30319 -1.36893
O -2.02920 2.92012 -1.72778
C 0.26332 2.98017 -1.32050
N 0.19597 4.38478 -1.47769
C 0.16482 4.91553 -2.56746
S 0.16165 5.61822 -3.94866
C 1.42268 2.33662 -1.16252
C 2.75188 3.01216 -1.15091
C 3.20149 3.52801 0.24055
C 2.10829 3.70763 1.28672
C 2.68539 4.34791 2.54431
N 1.74951 4.25413 3.66546
C 1.45807 5.40227 4.37776
C 0.07597 5.47293 4.97143
O 2.26862 6.28996 4.52224
C 1.40649 0.85200 -1.02709
O 2.44891 0.24381 -1.07696
H -2.87479 -2.15335 -2.79045
H -4.23856 -1.23657 -3.46142
H -4.28953 -2.97376 -3.40407
H -5.20230 -2.96522 -1.32845
H -5.34650 -1.23844 -1.40007
H -4.15620 -1.59408 0.60464
H -3.33681 -2.98849 -0.03755
H -1.18617 -2.89348 -0.10779
H 2.20354 -2.73965 1.17298
H 0.47013 -2.72879 1.43493
H 0.77522 -4.26526 -0.89240
H -0.81023 -5.00859 0.72569
H 0.39686 -5.02198 2.03173
H 0.41584 -6.24669 0.78452
H 2.91491 -5.18507 1.01940
H 2.54265 -7.17377 -0.10323
H 3.24040 -6.39464 -1.52433
H 1.50325 -6.39965 -1.28055
H 3.15320 -3.69958 -1.64305
H 4.50423 -4.58495 -0.88152
H 3.81934 -3.17707 -0.11328
H 2.76495 3.82422 -1.87477
H 3.48674 2.28555 -1.48793
H 3.96748 2.87334 0.65304
H 3.67521 4.49855 0.08609
H 1.69844 2.72690 1.55156
H 1.30350 4.34435 0.91689
H 3.63551 3.87385 2.79458
H 2.90786 5.39629 2.34669
H 0.90965 3.74749 3.42479
H -0.52972 6.14892 4.36948
H -0.41785 4.50491 5.03406
H 0.14648 5.89453 5.97057
O -6.86206 1.38922 -1.85407
H -6.78058 2.35074 -2.01265
H -6.01175 1.02490 -1.45679
H -7.09866 0.91299 -2.67345

Forces on atoms 1 to 6 (eV/Å):
C -0.396 -0.196 -0.010
C 0.184 -0.233 -0.006
C 0.000 0.178 0.140
C 0.082 -0.171 -0.039
C -0.049 -0.029 0.063
C -0.068 0.022 -0.085

---

Entry from the OMol25 dataset: a 7-piece molecular cluster, C22H62N4O7 overall (the ωB97M-V functional and the def2-TZVPD basis).

## Properties
DFT total energy = -44107.009 eV
LUMO = 0.6 eV
SMILES = COC[C@H](C)N.COC[C@H](C)N.COC[C@H](C)N.COC[C@H](C)N.CCO.CCO.CCO
2S+1 = 1
Kohn-Sham gap = 9.5174 eV

Cartesian coordinates (Å):
C 2.47559 0.82229 3.86226
O 1.10425 1.30268 3.76970
C 0.19139 0.69377 2.88413
C -1.24221 0.98571 3.34604
C -1.54596 0.36083 4.81048
N -2.27446 0.55030 2.43581
H 2.97896 1.52308 4.52830
H 2.92979 0.93333 2.87765
H 2.57716 -0.16592 4.31082
H 0.37610 0.99529 1.85308
H 0.30538 -0.38642 2.97517
H -1.25182 2.07553 3.32863
H -1.68833 -0.71597 4.71924
H -2.43412 0.82504 5.23917
H -0.76388 0.42061 5.56737
H -2.11419 1.07187 1.58588
H -3.20944 0.81646 2.70982
C 1.41096 2.46462 -6.34348
O 0.83115 3.27022 -5.35252
C 0.52988 2.60498 -4.15118
C -1.01296 2.36981 -4.09730
C -1.90140 3.58109 -4.17333
N -1.36644 1.50262 -2.99930
H 1.93743 3.04178 -7.10362
H 0.61272 1.90947 -6.83614
H 2.19060 1.85420 -5.88779
H 1.09383 1.69090 -3.96536
H 0.78951 3.22559 -3.29356
H -1.31393 1.81269 -4.98450
H -1.85965 3.92751 -5.20598
H -1.48575 4.42495 -3.62266
H -2.91624 3.40140 -3.81847
H -2.24593 1.02336 -3.12927
H -1.61741 2.08187 -2.21089
C 6.33884 -3.35857 1.50127
O 5.14935 -2.70935 2.06016
C 4.66845 -3.39557 3.26740
C 3.64291 -4.50796 2.96917
C 2.40053 -4.05046 2.15319
N 3.08638 -5.08972 4.17821
H 6.24857 -4.44480 1.50892
H 7.16001 -3.14708 2.18613
H 6.45098 -2.96692 0.49027
H 5.50303 -3.77790 3.85511
H 4.15115 -2.54992 3.72063
H 4.03175 -5.37480 2.43486
H 1.91646 -3.13078 2.48178
H 1.56796 -4.74039 2.29069
H 2.73947 -3.97744 1.11979
H 2.41621 -5.82355 3.99808
H 3.75388 -5.71839 4.60169
C -5.21594 -0.89329 -3.04318
O -4.51310 -0.07392 -2.11623
C -3.94134 -0.62634 -0.88572
C -4.99164 -1.01533 0.17319
C -5.90914 0.27188 0.46836
N -4.37975 -1.44992 1.37484
H -4.44919 -1.19804 -3.75544
H -5.94368 -0.29225 -3.58837
H -5.84051 -1.62062 -2.52453
H -3.17695 -1.38322 -1.06166
H -3.48823 0.28442 -0.49421
H -5.57530 -1.86878 -0.17186
H -6.32862 0.66315 -0.45849
H -5.30870 0.96407 1.05865
H -6.74994 -0.19440 0.98192
H -3.87106 -0.74277 1.88602
H -3.64647 -2.02800 0.98984
C 5.37849 -0.78511 -0.66864
C 3.86619 -0.73781 -0.43580
O 3.28755 0.43288 -0.93941
H 5.44565 0.02745 -1.39206
H 5.64593 -1.74478 -1.11092
H 5.88822 -0.51720 0.25683
H 3.60798 -0.80426 0.62110
H 3.42278 -1.63203 -0.87379
H 2.35090 0.26283 -1.06335
C -2.22902 5.34666 -0.71388
C -2.30267 4.07550 0.22490
O -1.57062 2.98234 -0.39906
H -1.20404 5.51980 -1.04184
H -2.65976 6.18795 -0.17093
H -2.74099 5.12401 -1.65005
H -3.37187 3.91607 0.36455
H -1.79804 4.30457 1.16350
H -0.63900 3.10810 -0.20445
C 0.28202 -2.09019 -0.37896
C 0.00373 -1.02793 -1.51984
O 0.62389 0.21645 -1.31181
H 0.57559 -1.51797 0.50109
H 1.22163 -2.62610 -0.51316
H -0.52531 -2.74385 -0.04868
H -1.07409 -0.90336 -1.62414
H 0.29983 -1.54835 -2.43066
H 0.22804 0.84572 -1.91920

Forces on atoms 1 to 6 (eV/Å):
C -1.228 1.035 -0.463
O 0.449 0.359 0.771
C 0.094 -1.537 0.542
C 0.310 0.516 2.472
C 0.453 0.513 -1.349
N 0.409 -0.592 -1.021

---

Entry from the OMol25 dataset: C30H22ClO5PS4Y as an isolated structure (the ωB97M-V functional and the def2-TZVPD basis).

## Properties
DFT total energy = -107909.328 eV
LUMO = 2.4 eV
2S+1 = 1
Total charge = -1
Kohn-Sham gap = 6.4315 eV

Cartesian coordinates (Å):
Y 1.13064 -0.57238 0.58512
O -3.18580 -5.25464 3.89886
C -2.45398 -4.46859 3.34427
S -2.65557 -3.93225 1.67761
C -1.25008 -2.87456 1.60126
C -0.50638 -2.76317 2.71686
S 0.91916 -1.79262 2.92809
S -1.05414 -3.70624 4.10603
S -0.99555 -2.07247 0.07868
Cl 2.90416 3.75541 -1.61526
C 2.51755 3.29397 0.04953
C 1.94123 1.88557 0.16463
O 1.94663 1.10136 -0.81048
O 1.45231 1.58393 1.28954
H 1.79219 4.00272 0.43892
H 3.42936 3.33800 0.64042
O 2.32859 -2.07020 -0.46879
C 3.32535 -1.84829 0.28576
O 3.36949 -0.82323 1.01708
C 4.43258 -2.84736 0.35062
C 5.60087 -2.53517 1.03676
C 6.59909 -3.48620 1.17007
C 6.42681 -4.75040 0.62189
C 5.26607 -5.05768 -0.07494
C 4.26934 -4.10517 -0.21689
H 5.69731 -1.54568 1.46280
H 7.50653 -3.25113 1.71204
H 7.19899 -5.50066 0.74145
H 5.13837 -6.04621 -0.49771
H 3.35453 -4.32235 -0.75180
C -1.48000 5.30121 -2.41983
C -1.05024 4.19094 -3.13200
C -0.93009 2.96425 -2.50043
C -1.25151 2.82058 -1.14837
C -1.61525 3.95702 -0.42736
C -1.74397 5.18349 -1.06457
P -1.06362 1.15155 -0.38100
C -1.86435 0.21759 -1.75093
C -3.23337 0.14185 -1.97185
C -3.72497 -0.58617 -3.04434
C -2.85786 -1.23507 -3.91079
C -1.48877 -1.13954 -3.71254
C -0.99369 -0.41223 -2.64363
C -2.21104 1.24531 1.04544
C -3.47753 1.82985 1.03889
C -4.19731 1.95095 2.21729
C -3.66432 1.49745 3.41658
C -2.40685 0.91444 3.43577
C -1.68770 0.79423 2.25815
H -1.59620 6.25698 -2.91566
H -0.80319 4.27915 -4.18263
H -0.58538 2.10536 -3.06043
H -1.80278 3.88638 0.63553
H -2.04835 6.05417 -0.49618
H -3.91997 0.62347 -1.28881
H -4.79539 -0.65820 -3.19617
H -3.24551 -1.82213 -4.73369
H -0.80582 -1.65655 -4.37494
H 0.07756 -0.34547 -2.47970
H -3.90170 2.21264 0.11929
H -5.17386 2.42017 2.20009
H -4.22827 1.60896 4.33428
H -1.98205 0.55583 4.36474
H -0.69232 0.35720 2.28740

Forces on atoms 1 to 6 (eV/Å):
Y -0.629 0.178 0.160
O 0.010 0.017 0.017
C 0.027 0.046 0.000
S 0.026 -0.014 0.011
C -0.013 -0.068 0.159
C -0.378 -0.163 0.030

---

Entry from the OMol25 dataset: a 6-piece molecular cluster, C30H77N5O11 overall (the ωB97M-V functional and the def2-TZVPD basis).

## Properties
DFT total energy = -62321.695 eV
LUMO = 0.5 eV
SMILES = COCCNCCOC.COCCNCCOC.COCCNCCOC.COCCNCCOC.COCCNCCOC.O
2S+1 = 1
Kohn-Sham gap = 8.9841 eV

Cartesian coordinates (Å):
C -2.09318 5.63827 6.21012
O -1.27061 4.89241 5.28393
C -0.09969 5.52935 4.80313
C 1.12902 4.67192 5.03342
N 1.06872 3.37994 4.31472
C 0.96665 3.44660 2.81980
C 0.81761 2.00369 2.30254
O -0.53657 1.63721 2.58693
C -0.94576 0.49720 1.84759
H -1.88853 5.30430 7.22469
H -3.06245 5.33855 5.81594
H -1.99126 6.72013 6.11560
H -0.06258 6.51266 5.28594
H -0.20469 5.83489 3.75447
H 1.06783 4.25714 6.04329
H 2.07656 5.21200 4.93924
H 2.01259 2.99755 4.31567
H 1.84784 3.97552 2.43821
H 0.07586 4.03614 2.60313
H 1.37812 1.23615 2.85029
H 0.98178 1.92236 1.22254
H -0.58657 -0.48058 2.19122
H -0.72092 0.52200 0.77751
H -2.01774 0.57588 2.03434
C 2.51297 -2.62754 -0.95672
O 2.01156 -1.79891 0.08462
C 3.07832 -1.27698 0.89304
C 3.63994 -2.32384 1.82445
N 2.62866 -2.79655 2.74463
C 3.22753 -3.57057 3.82671
C 2.24953 -4.30576 4.77090
O 1.54475 -3.26851 5.45678
C 0.41825 -3.76777 6.11506
H 3.12938 -2.17231 -1.72890
H 1.67864 -3.18732 -1.39025
H 2.99893 -3.50992 -0.52535
H 2.68933 -0.42171 1.44677
H 3.84413 -0.86811 0.22486
H 4.41498 -1.82968 2.41692
H 4.08157 -3.13221 1.22525
H 1.85674 -3.18072 2.21789
H 3.80250 -2.90147 4.45998
H 3.74338 -4.43859 3.39421
H 2.86263 -4.92892 5.42906
H 1.48014 -4.92871 4.30628
H 0.03506 -3.14584 6.92503
H 0.60573 -4.73043 6.60682
H -0.43294 -3.92142 5.44391
C -0.62539 -4.92004 2.70164
O -1.70053 -4.84471 1.79731
C -1.52253 -3.87925 0.75491
C -2.31591 -2.63292 1.03626
N -3.73233 -2.75318 0.71423
C -3.99245 -2.52498 -0.69986
C -5.36922 -3.15349 -1.04382
O -5.68479 -4.47478 -0.62136
C -6.28071 -4.53142 0.67142
H 0.36067 -4.82957 2.23439
H -0.57015 -5.76360 3.39062
H -0.78859 -4.04696 3.34845
H -1.78504 -4.34242 -0.19674
H -0.46940 -3.59114 0.64754
H -1.80527 -1.73042 0.68077
H -2.28550 -2.26058 2.07186
H -3.99658 -3.72804 0.81822
H -3.14863 -2.71742 -1.37765
H -4.16462 -1.45516 -0.88563
H -5.40662 -3.37563 -2.12005
H -6.20328 -2.45447 -0.93273
H -5.76291 -4.04585 1.50627
H -6.39774 -5.54847 1.04014
H -7.22626 -3.98061 0.64334
C 3.92345 5.12595 -5.42316
O 3.08174 3.98834 -5.38750
C 1.76862 4.14627 -4.82163
C 1.89285 4.37578 -3.32969
N 2.53056 3.30335 -2.58055
C 1.78021 2.06291 -2.63042
C 2.59641 0.88155 -2.10874
O 3.88632 0.84641 -2.72293
C 3.88641 0.53616 -4.08441
H 3.50244 5.82757 -6.14741
H 4.88310 4.78334 -5.81060
H 4.13304 5.50205 -4.42034
H 1.21279 3.26793 -5.13623
H 1.40364 5.05726 -5.31261
H 0.90631 4.50821 -2.86720
H 2.34494 5.35902 -3.18726
H 3.40541 3.08571 -3.05364
H 1.53796 1.80486 -3.67346
H 0.79391 2.18045 -2.17677
H 2.13306 -0.07634 -2.34105
H 2.74990 1.05489 -1.04432
H 3.35029 -0.39116 -4.32787
H 4.88864 0.31575 -4.46223
H 3.54261 1.40308 -4.65957
C -2.78268 4.23046 -1.62878
O -3.12427 2.84663 -1.44910
C -2.14008 1.90679 -1.80415
C -1.83047 1.79740 -3.31012
N -1.25136 0.52995 -3.73094
C -2.24666 -0.39982 -4.25531
C -1.61481 -1.69670 -4.70332
O -0.76715 -2.23775 -3.68815
C -0.24793 -3.49139 -4.11128
H -3.53334 4.49973 -2.37540
H -1.77521 4.34177 -2.03895
H -2.81548 4.81154 -0.70791
H -2.59520 0.98661 -1.41626
H -1.24035 2.00486 -1.18119
H -1.01864 2.50105 -3.53693
H -2.71521 2.15216 -3.84084
H -0.83284 0.08082 -2.92073
H -2.69481 -0.07719 -5.20098
H -3.04903 -0.60526 -3.53554
H -0.95794 -1.52026 -5.56131
H -2.48049 -2.32866 -4.92918
H 0.45591 -3.82774 -3.34897
H 0.42731 -3.20848 -4.93355
H -0.95853 -4.25414 -4.42542
O -0.12181 -0.73704 -1.23920
H -0.07306 -1.41774 -1.92809
H 0.67957 -0.87930 -0.69456

Forces on atoms 1 to 6 (eV/Å):
C 0.286 -1.007 -1.540
O 0.286 0.358 0.004
C -0.337 0.830 0.313
C -0.507 -1.278 0.564
N 0.911 0.019 -1.838
C -0.135 -0.096 1.139

---

Entry from the OMol25 dataset: C4H4NdO5 as an isolated structure (the ωB97M-V functional and the def2-TZVPD basis).

## Properties
DFT total energy = -29708.839 eV
LUMO (spin up / spin down) = -9.5 / -9.4 eV
2S+1 = 5
Total charge = +2
Kohn-Sham gap (spin up / spin down) = 7.9534 / 8.0700 eV

Cartesian coordinates (Å):
O 1.35492 -0.42983 -2.03980
C 2.42230 -0.25312 -1.51256
O 1.51661 0.33615 0.48998
H -2.29805 1.46762 0.90181
Nd 4.48831 -0.13535 1.61165
O 3.52405 -0.47983 -1.14724
O -0.48237 1.20492 -0.05084
C -1.86457 0.83273 0.12318
C -1.78441 -0.64176 0.51475
O -0.36545 -0.90151 0.52681
C 0.29245 0.15556 0.10514
H -2.37546 0.99998 -0.83028
H -2.25488 -1.31237 -0.21057
H -2.17343 -0.84321 1.51795

Forces on atoms 1 to 6 (eV/Å):
O 4.212 1.656 1.663
C -3.505 -3.170 -2.453
O -1.481 -0.834 -1.754
H 0.239 -0.065 -0.221
Nd -1.274 0.052 -1.139
O -0.058 1.311 0.659